Record 1
{"formula": "C14H13IrN3O3", "method": "ωB97M-V/def2-TZVPD", "symbols": ["Ir", "O", "C", "N", "C", "C", "C", "C", "C", "C", "N", "C", "C", "C", "C", "C", "N", "H", "H", "H", "H", "H", "H", "H", "H", "H", "H", "C", "C", "O", "O", "H", "H", "H"], "positions_angstrom": [[0.4867, 0.2861, -0.2971], [-2.5452, -2.5202, 0.7421], [-1.5389, -1.9556, 0.3979], [-1.4446, -0.5938, 0.2357], [-2.5323, 0.1901, 0.6797], [-2.2052, 1.6431, 0.6794], [-3.1909, 2.6209, 0.8337], [-2.8020, 3.9494, 0.8891], [-1.4557, 4.2773, 0.8026], [-0.5363, 3.2447, 0.6392], [-0.9188, 1.9820, 0.5600], [-0.2478, -2.6683, 0.0976], [-0.2160, -4.0591, 0.0508], [0.9925, -4.6731, -0.2487], [2.1138, -3.8968, -0.4932], [1.9992, -2.5122, -0.4076], [0.8459, -1.9342, -0.1111], [-2.8552, -0.1105, 1.6971], [-3.4339, -0.0222, 0.0730], [-4.2300, 2.3306, 0.9094], [-3.5470, 4.7232, 1.0069], [-1.1122, 5.3003, 0.8591], [0.5261, 3.4415, 0.5766], [-1.1233, -4.6155, 0.2462], [1.0589, -5.7536, -0.2802], [3.0683, -4.3352, -0.7441], [2.8627, -1.8787, -0.5640], [3.2782, 2.5700, -2.1550], [2.1986, 1.8247, -1.4615], [1.3452, 1.1618, -2.1207], [2.1000, 1.8163, -0.2057], [2.8364, 3.3398, -2.7897], [3.8088, 1.8823, -2.8134], [3.9604, 3.0119, -1.4312]], "forces_ev_per_a": [[-4.4, 0.4, 0.6], [0.5, 0.5, -0.2], [0.3, -1.5, 0.2], [4.5, 1.9, -1.0], [-1.5, 0.6, 0.3], [-0.9, -0.1, -0.1], [0.6, -0.3, 0.0], [-0.1, 0.0, 0.0], [0.3, -0.6, 0.0], [0.3, 1.4, 0.1], [1.4, -1.9, -1.1], [-0.8, -1.0, 0.1], [0.1, 0.8, 0.0], [0.1, -0.2, 0.0], [-0.2, 0.3, 0.1], [1.0, -0.5, -0.1], [-0.4, 2.2, -0.5], [0.3, 0.0, -0.2], [0.3, 0.1, 0.0], [0.0, 0.0, 0.0], [0.0, 0.1, 0.0], [0.0, 0.0, 0.0], [-0.1, 0.0, -0.1], [0.0, 0.1, 0.0], [0.0, 0.0, -0.1], [0.0, 0.0, 0.0], [-0.1, 0.0, 0.0], [-0.2, 0.0, 0.1], [1.7, 1.4, -0.5], [-1.9, -2.0, 1.6], [-1.2, -1.9, 0.9], [0.0, 0.0, 0.0], [0.0, 0.0, 0.0], [-0.1, 0.0, 0.0]], "lowdin_charge": [1.664, 0.195, -0.431, -0.044, -0.145, -0.228, 0.040, 0.012, 0.014, -0.082, 0.024, -0.174, 0.070, 0.029, 0.020, -0.073, -0.025, 0.174, 0.173, 0.142, 0.137, 0.133, 0.119, 0.147, 0.141, 0.135, 0.132, 0.065, -0.654, -0.016, -0.050, 0.121, 0.119, 0.114], "total_charge": 2, "homo_lumo_gap_ha": [0.2054, 0.2121], "spin_multiplicity": 2}

=====

Record 2
{"formula": "C3H5Cl2NO2", "method": "ωB97M-V/def2-TZVPD", "symbols": ["O", "C", "C", "C", "Cl", "Cl", "N", "O", "H", "H", "H", "H", "H"], "positions_angstrom": [[0.8294, 0.3649, 1.3165], [0.6382, -0.0238, 0.1837], [-0.6754, -0.5768, -0.3159], [-1.6814, 0.2734, 0.2409], [-3.3419, -0.4524, 0.0439], [-1.6476, 2.0242, -0.1732], [1.6490, 0.0782, -0.7134], [2.8932, 0.3025, -0.1095], [-0.7809, -1.5713, 0.3002], [-0.8418, -0.9263, -1.3581], [-1.4708, 0.3353, 1.2726], [1.8284, -0.5510, -1.4760], [2.6015, 0.7231, 0.7882]], "forces_ev_per_a": [[-0.4, 0.1, 0.6], [0.8, -0.4, -1.5], [1.0, -3.5, 0.2], [-2.9, 1.4, 0.8], [0.8, 0.5, 0.0], [-0.1, -0.5, -0.6], [0.8, -0.1, 0.4], [-0.5, 1.2, 1.6], [0.2, 1.6, -1.0], [0.7, 0.9, 0.4], [-0.3, -0.1, 1.2], [-0.6, -0.2, -0.2], [0.6, -1.0, -1.8]], "lowdin_charge": [0.064, -0.528, -0.232, -1.083, 0.556, 0.599, 0.031, -0.041, 0.171, 0.136, 0.037, 0.152, 0.136], "total_charge": 0, "homo_lumo_gap_ha": 0.3868, "smiles": "O=C(CC(Cl)Cl)NO"}

=====

Record 3
{"formula": "C6H11NO", "method": "ωB97M-V/def2-TZVPD", "symbols": ["C", "C", "C", "C", "C", "C", "O", "N", "H", "H", "H", "H", "H", "H", "H", "H", "H", "H", "H"], "positions_angstrom": [[-1.6134, -0.0416, 0.1368], [-1.7697, 1.0301, -0.9042], [2.6984, -0.7178, -0.1996], [0.4854, 0.1987, 0.5050], [0.0651, -1.0905, 0.1509], [1.2593, -0.5162, -0.6158], [-2.0441, 0.4176, 1.3793], [0.7286, 1.2430, 1.1816], [-2.0648, -0.3228, 2.0028], [-2.1732, -0.9391, -0.1265], [-0.0335, 1.4145, 1.8452], [-0.4223, -2.0510, 0.0917], [1.1347, -0.2518, -1.6650], [-2.8342, 1.2197, -1.0791], [-1.3142, 1.9639, -0.5721], [-1.3004, 0.7318, -1.8427], [2.7694, -1.0041, 0.8528], [3.1688, -1.4955, -0.8070], [3.2599, 0.2112, -0.3340]], "forces_ev_per_a": [[-0.7, -1.0, -1.2], [0.2, 0.2, 0.0], [-0.1, -0.6, 0.1], [3.3, 0.3, 0.7], [-1.1, 0.5, -0.9], [-1.8, 1.0, 0.5], [1.0, -0.4, -0.3], [-1.4, 0.3, -0.4], [0.0, 0.1, -0.1], [0.0, 0.1, -0.1], [0.5, -0.2, 0.4], [0.2, -0.1, 1.0], [-0.1, 0.2, 0.1], [0.1, -0.1, 0.1], [0.0, -0.1, 0.0], [-0.1, 0.0, 0.1], [0.0, 0.0, -0.1], [0.1, 0.0, 0.1], [-0.1, -0.1, 0.0]], "lowdin_charge": [-0.303, -0.046, -0.079, -0.466, -0.011, -0.237, -0.005, 0.136, 0.120, 0.122, 0.047, 0.107, 0.118, 0.090, 0.088, 0.088, 0.083, 0.068, 0.079], "total_charge": 0, "homo_lumo_gap_ha": 0.3215}

=====

Record 4
{"formula": "C9H14O", "method": "ωB97M-V/def2-TZVPD", "symbols": ["C", "C", "C", "C", "C", "O", "C", "C", "H", "H", "H", "H", "H", "H", "H", "H", "C", "C", "H", "H", "H", "H", "H", "H"], "positions_angstrom": [[1.0237, -0.5577, -2.5370], [0.4066, 0.3408, -1.4989], [0.8207, 0.2499, -0.1527], [0.1827, 1.0693, 0.7292], [-0.8929, 1.9156, 0.3481], [-1.5957, 2.4322, 1.4312], [-1.3324, 1.9403, -0.9679], [-0.6059, 1.1933, -1.8929], [1.3095, -0.1756, -3.5247], [0.4425, -1.4871, -2.5883], [1.9888, -0.8764, -2.1083], [1.6486, -0.4424, 0.1047], [0.5358, 1.0197, 1.7656], [-2.4558, 2.8265, 1.1516], [-2.1782, 2.4866, -1.3124], [-0.9768, 1.1219, -2.9420], [0.3921, -2.7962, 2.1149], [1.2462, -3.9826, 1.6360], [-0.6714, -3.0049, 1.9126], [0.6255, -2.7427, 3.1744], [0.7228, -1.8553, 1.6510], [1.5972, -3.8795, 0.6075], [0.5893, -4.8441, 1.7402], [2.1906, -4.1961, 2.2515]], "forces_ev_per_a": [[1.3, -1.0, 0.9], [0.4, -0.1, -0.9], [0.1, 0.2, -1.7], [0.0, 0.5, 1.1], [-0.4, -1.2, 1.0], [-0.5, 0.7, -0.8], [1.1, -0.2, 0.4], [-0.7, -0.5, -0.5], [-0.7, 0.2, 0.3], [0.0, 0.2, -0.5], [-0.1, -0.1, -0.2], [-0.7, 0.7, 0.0], [-0.6, 0.3, -0.2], [1.1, -0.4, 0.1], [-0.6, 0.5, 0.1], [0.5, 0.3, 0.9], [1.0, -0.2, -0.1], [0.9, -0.4, 0.5], [0.5, 0.4, 0.2], [-0.7, 0.4, 0.3], [-0.4, -0.3, 0.2], [-0.3, -0.1, 0.0], [0.4, -0.4, -0.3], [-1.4, 0.5, -0.7]], "lowdin_charge": [-0.069, -0.297, -0.061, -0.029, -0.290, 0.013, -0.029, -0.061, 0.081, 0.083, 0.069, 0.119, 0.122, 0.119, 0.101, 0.127, -0.162, -0.183, 0.073, 0.058, 0.031, 0.050, 0.052, 0.084], "total_charge": 0, "homo_lumo_gap_ha": 0.3374, "smiles": "Cc1ccc(O)cc1.CC"}

=====

Record 5
{"formula": "C5H6OSi", "method": "ωB97M-V/def2-TZVPD", "symbols": ["C", "C", "C", "C", "C", "O", "Si", "H", "H", "H", "H", "H", "H"], "positions_angstrom": [[2.2055, -1.9581, 0.5718], [-2.4901, 0.0003, 0.0603], [1.6533, -0.8948, 0.4780], [-1.2940, -0.0812, 0.0442], [0.6709, 2.0862, 1.2661], [0.9432, 1.9057, -0.1982], [0.4695, 0.4277, 0.4307], [2.7112, -2.8644, 0.5641], [-3.5403, -0.0726, -0.1699], [-0.2677, 2.6561, 1.4299], [1.4964, 2.4426, 1.7844], [-1.3778, -1.9052, -3.5566], [-1.1801, -1.7423, -2.7047]], "forces_ev_per_a": [[-0.3, 0.9, -0.3], [-1.2, -0.5, -0.8], [-0.1, -0.5, 0.1], [2.1, 0.7, 0.7], [-2.4, -1.4, -1.6], [-0.2, -0.6, 0.2], [-1.0, 2.1, 0.3], [0.6, -1.0, 0.1], [0.4, 0.2, 0.4], [0.7, -0.3, -0.1], [1.5, 0.4, 0.9], [0.8, 0.6, 3.3], [-0.8, -0.6, -3.3]], "lowdin_charge": [0.081, 0.032, -0.165, -0.167, -0.172, -0.260, 0.473, 0.018, 0.036, 0.071, 0.032, 0.021, -0.001], "total_charge": 0, "homo_lumo_gap_ha": 0.3605}

=====

Record 6
{"formula": "C2H2ClF2I", "method": "ωB97M-V/def2-TZVPD", "symbols": ["C", "C", "F", "F", "Cl", "I", "H", "H"], "positions_angstrom": [[0.5786, -0.6730, -0.8443], [-0.4640, 1.2084, 1.6269], [1.1104, 0.1065, 0.1733], [-0.9054, 0.4736, 2.5918], [1.6433, -0.3656, -2.2994], [-2.1248, 1.5198, 0.3803], [0.7480, -1.7651, -0.6432], [-0.5860, -0.5046, -0.9854]], "forces_ev_per_a": [[-0.4, -0.9, -0.4], [0.2, 0.6, 0.9], [-0.7, -1.0, -0.9], [0.2, -0.4, 0.2], [-1.2, 0.0, 0.6], [-0.7, 0.2, -0.7], [-0.1, 1.2, 0.2], [2.7, 0.2, 0.0]], "lowdin_charge": [-0.596, -0.518, -0.175, -0.108, 0.516, 0.760, 0.075, 0.047], "total_charge": 0, "homo_lumo_gap_ha": 0.3267}

=====

Record 7
{"formula": "C7H14Si", "method": "ωB97M-V/def2-TZVPD", "symbols": ["C", "C", "C", "C", "C", "C", "C", "Si", "H", "H", "H", "H", "H", "H", "H", "H", "H", "H", "H", "H", "H", "H"], "positions_angstrom": [[-2.4344, -1.7343, -0.5507], [-2.2000, -0.5686, 0.0240], [-1.9653, 0.7197, -0.6999], [-0.8211, 1.5623, -0.0987], [0.5299, 1.0927, -0.5527], [1.3542, 0.2578, 0.0776], [0.9878, -0.3886, 1.3866], [2.9717, -0.3095, -0.7096], [-2.6343, -2.6316, 0.0100], [-2.4294, -1.8392, -1.6256], [-2.2190, -0.4884, 1.1046], [-2.8873, 1.3091, -0.6295], [-1.7685, 0.5304, -1.7575], [-0.9520, 2.5974, -0.4234], [-0.8994, 1.5399, 0.9899], [0.8354, 1.4890, -1.5144], [0.3940, 0.2686, 2.0187], [1.8765, -0.6837, 1.9401], [0.3997, -1.2873, 1.1949], [3.9452, -0.5888, 0.3510], [3.4893, 0.7302, -1.6001], [2.7444, -1.5432, -1.4705]], "forces_ev_per_a": [[0.1, -0.1, -0.1], [0.0, 0.1, 0.0], [0.0, 0.2, 0.1], [-0.1, -0.1, -0.2], [0.1, 0.1, -0.1], [0.2, -0.3, -0.1], [0.0, -0.1, 0.0], [-0.7, 0.3, 0.2], [0.0, -0.1, 0.2], [0.0, 0.0, -0.2], [0.0, -0.1, 0.2], [0.0, 0.0, -0.1], [-0.1, 0.0, 0.0], [0.0, 0.0, 0.1], [0.0, 0.1, 0.0], [0.1, 0.1, -0.2], [0.0, 0.0, 0.1], [0.0, 0.0, 0.1], [0.0, -0.1, 0.1], [0.2, 0.0, 0.2], [0.1, 0.2, -0.2], [0.0, -0.2, -0.1]], "lowdin_charge": [0.002, -0.207, -0.206, -0.200, -0.163, -0.451, -0.127, 0.667, 0.049, 0.057, 0.102, 0.114, 0.114, 0.108, 0.098, 0.091, 0.067, 0.054, 0.075, -0.080, -0.080, -0.083], "total_charge": 0, "homo_lumo_gap_ha": 0.3744, "smiles": "C=CCC/C=C(\\C)[SiH3]"}

=====

Record 8
{"formula": "C7H9AlCl2IrNO4", "method": "ωB97M-V/def2-TZVPD", "symbols": ["Ir", "Al", "Cl", "Cl", "C", "C", "C", "O", "O", "O", "C", "N", "C", "C", "C", "O", "H", "H", "H", "H", "H", "H", "H", "H", "H"], "positions_angstrom": [[1.3784, -0.3810, -3.1389], [-1.4257, -0.1886, -0.0927], [-1.8742, -1.8510, -1.3862], [-2.5028, 1.5508, -0.6400], [1.0288, 0.0110, -1.3361], [1.2437, -2.2299, -3.7472], [0.8860, 1.1541, -4.1320], [0.6850, 0.4352, -0.2060], [0.9045, -3.2865, -4.1485], [0.3832, 2.0587, -4.6935], [-1.8547, -1.6418, 4.8339], [-1.2627, -1.5386, 3.4831], [-0.6276, -2.7511, 2.8771], [-1.4111, -0.4806, 2.7199], [-2.0040, 0.8442, 3.0708], [-0.9759, -0.6697, 1.5025], [-1.5968, -2.6251, 5.2619], [-2.9527, -1.5155, 4.7765], [-1.4374, -0.8373, 5.4608], [-1.1669, -3.1247, 1.9762], [0.4306, -2.5797, 2.5795], [-0.6352, -3.5372, 3.6495], [-1.2559, 1.6216, 2.8553], [-2.9176, 1.0625, 2.4788], [-2.2510, 0.8676, 4.1442]], "forces_ev_per_a": [[2.4, -1.0, 2.0], [1.0, -0.2, -0.9], [-0.1, 1.1, 0.5], [-0.2, -0.2, -0.3], [-1.4, 2.6, 5.1], [-2.8, -8.0, -2.9], [-4.2, 7.8, -4.6], [0.5, -2.9, -6.2], [2.3, 6.2, 2.4], [3.1, -5.0, 3.0], [1.1, -0.7, -0.6], [0.1, -4.0, 2.2], [0.1, -0.7, 1.1], [-0.1, 3.4, -4.0], [0.0, -0.8, 1.1], [-1.0, 0.1, 2.3], [-0.2, 0.5, -0.2], [-0.1, 0.2, 0.0], [-0.2, 0.3, 0.1], [0.0, 0.5, 0.5], [-0.4, 0.3, 0.1], [0.0, 0.3, -0.4], [0.0, -0.1, 0.0], [0.3, -0.2, 0.2], [-0.1, 0.3, -0.5]], "lowdin_charge": [1.310, -0.298, 0.638, 0.790, -0.206, -0.139, -0.174, 0.027, 0.230, 0.246, 0.138, 0.062, 0.118, -0.243, 0.104, 0.012, 0.146, 0.185, 0.173, 0.156, 0.167, 0.140, 0.154, 0.141, 0.126], "total_charge": 4, "homo_lumo_gap_ha": [0.3130, 0.1433], "spin_multiplicity": 5}